1.
13 unconnected molecules or ions with the total composition C45H70N9O4S3 in a non-equilibrium geometry. Source: OMol25; level of theory: the ωB97M-V functional and the def2-TZVPD basis.

Positions of all 131 atoms, in Å:
C1 3.752 15.562 -5.071
C2 3.799 14.011 -5.275
C3 5.027 13.384 -4.554
O1 2.600 13.397 -4.878
H1 4.600 16.040 -5.561
H2 3.819 15.843 -4.020
H3 2.849 16.020 -5.475
H4 4.008 13.869 -6.335
H5 5.075 13.255 -3.472
H6 5.902 13.911 -4.936
H7 5.181 12.432 -5.060
C4 8.542 15.487 -3.581
S1 10.208 16.186 -3.964
O2 10.689 15.573 -5.261
C5 9.644 17.911 -4.404
H8 8.471 14.444 -3.892
H9 7.839 16.063 -4.182
H10 8.127 15.705 -2.596
H11 10.508 18.529 -4.648
H12 9.189 18.372 -3.528
H13 8.931 17.887 -5.228
C6 5.888 21.386 -5.442
S2 6.529 20.042 -6.480
O3 8.034 20.139 -6.244
C7 5.920 18.593 -5.437
H14 4.953 21.151 -4.932
H15 5.693 22.257 -6.068
H16 6.629 21.516 -4.653
H17 6.262 17.678 -5.919
H18 4.830 18.624 -5.439
H19 6.277 18.417 -4.422
C8 7.452 15.418 -7.342
S3 7.578 16.561 -8.791
O4 6.606 17.723 -8.571
C9 9.241 17.201 -8.543
H20 6.389 15.177 -7.338
H21 7.717 16.062 -6.503
H22 8.140 14.573 -7.369
H23 9.330 17.925 -7.733
H24 9.606 17.612 -9.484
H25 9.958 16.399 -8.368
N1 3.937 18.039 -8.610
C10 2.835 17.229 -8.518
C11 1.649 17.946 -8.839
C12 2.080 19.202 -9.250
C13 3.459 19.232 -9.086
H26 4.876 17.742 -8.387
H27 2.998 16.263 -8.063
H28 0.678 17.473 -8.843
H29 1.527 20.013 -9.699
H30 4.163 20.030 -9.270
N2 1.432 17.184 -1.800
C14 0.222 17.512 -1.306
C15 0.380 18.654 -0.578
C16 1.747 18.993 -0.612
C17 2.407 18.081 -1.410
H31 1.672 16.408 -2.401
H32 -0.580 16.810 -1.478
H33 -0.470 19.150 -0.134
H34 2.194 19.848 -0.127
H35 3.441 18.052 -1.722
N3 0.560 13.612 -2.735
C18 -0.796 13.662 -3.048
C19 -1.471 13.846 -1.874
C20 -0.574 13.884 -0.769
C21 0.684 13.715 -1.365
H36 1.334 13.510 -3.376
H37 -1.109 13.572 -4.077
H38 -2.542 13.959 -1.792
H39 -0.705 13.994 0.297
H40 1.681 13.691 -0.952
N4 2.613 11.514 -9.587
C22 2.734 12.768 -9.056
C23 2.046 13.667 -9.829
C24 1.672 12.977 -10.998
C25 2.046 11.626 -10.844
H41 3.130 10.709 -9.264
H42 3.245 12.872 -8.111
H43 1.951 14.694 -9.510
H44 1.064 13.302 -11.829
H45 1.835 10.856 -11.572
N5 4.348 10.025 -7.480
C26 5.510 10.332 -8.177
C27 5.707 9.299 -9.126
C28 4.748 8.313 -8.876
C29 3.942 8.785 -7.882
H46 4.027 10.425 -6.611
H47 6.056 11.256 -8.060
H48 6.460 9.186 -9.891
H49 4.664 7.379 -9.412
H50 3.030 8.357 -7.493
N6 3.604 10.210 -4.053
C30 4.772 9.802 -3.523
C31 4.945 8.452 -3.886
C32 3.917 8.094 -4.727
C33 3.046 9.171 -4.759
H51 3.255 11.158 -4.049
H52 5.362 10.453 -2.895
H53 5.857 7.935 -3.627
H54 3.797 7.217 -5.345
H55 2.126 9.302 -5.309
N7 6.519 14.067 -0.659
C34 5.236 14.441 -0.627
C35 5.114 15.712 -0.238
C36 6.380 16.148 0.091
C37 7.236 15.130 -0.150
H56 6.790 13.234 -1.162
H57 4.471 13.764 -0.976
H58 4.181 16.255 -0.274
H59 6.726 17.113 0.430
H60 8.309 15.183 -0.043
N8 0.348 11.365 -5.387
C38 -0.453 10.713 -4.439
C39 -1.128 9.724 -5.098
C40 -0.642 9.599 -6.369
C41 0.093 10.763 -6.631
H61 0.863 12.206 -5.171
H62 -0.343 10.980 -3.398
H63 -1.809 9.062 -4.583
H64 -0.814 8.773 -7.042
H65 0.605 11.064 -7.532
N9 0.272 14.718 -6.072
C42 -0.338 15.790 -5.509
C43 -1.467 16.051 -6.254
C44 -1.448 15.290 -7.359
C45 -0.410 14.343 -7.210
H66 1.084 14.327 -5.615
H67 0.037 16.178 -4.573
H68 -2.170 16.853 -6.079
H69 -2.090 15.463 -8.210
H70 -0.028 13.504 -7.772

Properties
spin multiplicity = 1
orbital gap = 7.13 eV
HOMO level = -5.26 eV
total charge = -1
LUMO = 1.8695 eV

---

2.
6 unconnected molecules or ions with the total composition C45H72ClF17NO19S in a non-equilibrium geometry. Source: OMol25; level of theory: the ωB97M-V functional and the def2-TZVPD basis.

Positions of all 156 atoms, in Å:
C1 -0.708 -3.444 -1.010
C2 -1.676 -2.633 -1.745
O1 -1.356 -1.793 -2.409
O2 -2.962 -2.959 -1.671
C3 -3.545 -2.944 -0.375
C4 -4.283 -1.680 -0.137
C5 -3.447 -0.455 0.116
C6 -4.407 0.672 0.420
C7 -4.753 1.559 -0.762
C8 -3.644 2.188 -1.568
C9 -2.952 1.367 -2.659
C10 -3.689 0.137 -3.128
C11 -4.689 0.362 -4.232
C12 -4.059 0.673 -5.546
S1 -3.452 -0.795 -6.341
O3 -3.938 -0.793 -7.599
O4 -3.788 -1.895 -5.589
Cl1 -1.436 -0.616 -6.354
N1 -4.446 3.162 -2.457
C13 -3.656 4.402 -2.713
C14 -2.361 4.256 -1.891
C15 -2.790 3.235 -0.864
C16 -1.823 2.896 0.230
C17 -0.530 2.201 -0.124
C18 0.521 3.154 -0.522
F1 0.631 4.072 0.373
F2 0.277 3.744 -1.663
C19 1.943 2.591 -0.635
F3 2.256 2.210 0.554
F4 2.708 3.574 -0.921
C20 2.072 1.383 -1.555
F5 1.212 1.382 -2.481
F6 1.739 0.377 -0.829
C21 3.454 1.027 -2.135
F7 3.272 0.122 -2.997
F8 4.123 0.475 -1.208
C22 4.357 2.100 -2.761
F9 4.993 2.701 -1.869
F10 5.266 1.463 -3.410
C23 3.753 3.120 -3.753
F11 2.506 3.381 -3.547
F12 4.369 4.211 -3.564
C24 3.943 2.833 -5.261
F13 5.105 3.012 -5.626
F14 3.261 3.754 -5.832
C25 3.372 1.523 -5.805
F15 2.271 1.264 -5.279
F16 3.146 1.706 -7.036
F17 4.155 0.568 -5.723
H1 0.221 -2.963 -1.057
H2 -0.978 -3.580 0.001
H3 -0.702 -4.411 -1.451
H4 -4.252 -3.727 -0.340
H5 -2.865 -3.138 0.421
H6 -4.843 -1.837 0.750
H7 -4.985 -1.561 -0.929
H8 -2.725 -0.249 -0.637
H9 -2.891 -0.647 1.002
H10 -4.138 1.255 1.253
H11 -5.313 0.211 0.714
H12 -5.424 1.014 -1.370
H13 -5.326 2.366 -0.370
H14 -2.794 1.966 -3.521
H15 -1.988 1.046 -2.357
H16 -4.142 -0.421 -2.357
H17 -2.953 -0.501 -3.539
H18 -5.181 -0.564 -4.367
H19 -5.465 1.053 -3.996
H20 -3.320 1.435 -5.512
H21 -4.822 1.021 -6.188
H22 -5.334 3.494 -2.093
H23 -4.683 2.828 -3.385
H24 -3.464 4.570 -3.735
H25 -4.134 5.209 -2.240
H26 -1.680 3.857 -2.592
H27 -2.113 5.177 -1.474
H28 -3.558 3.774 -0.332
H29 -1.539 3.820 0.663
H30 -2.261 2.356 1.014
H31 -0.184 1.722 0.751
H32 -0.590 1.433 -0.853
C26 4.792 -7.128 -2.057
C27 4.017 -6.917 -0.774
O5 2.612 -6.747 -1.023
C28 1.946 -7.860 -1.294
O6 2.397 -8.970 -1.337
O7 0.677 -7.528 -1.529
C29 -0.148 -8.626 -1.932
H33 4.593 -6.319 -2.760
H34 5.861 -7.165 -1.852
H35 4.505 -8.058 -2.543
H36 4.340 -6.004 -0.291
H37 4.176 -7.730 -0.070
H38 -0.087 -9.444 -1.221
H39 0.138 -8.966 -2.924
H40 -1.169 -8.258 -1.964
C30 -8.752 -5.806 2.649
C31 -7.653 -4.880 2.181
O8 -8.145 -3.885 1.265
C32 -8.814 -2.879 1.817
O9 -9.027 -2.723 2.988
O10 -9.225 -2.071 0.837
C33 -10.048 -0.987 1.281
H41 -9.265 -6.249 1.796
H42 -8.340 -6.602 3.268
H43 -9.496 -5.269 3.233
H44 -6.907 -5.445 1.628
H45 -7.148 -4.401 3.018
H46 -9.561 -0.423 2.072
H47 -11.009 -1.362 1.625
H48 -10.206 -0.341 0.425
C34 8.973 -0.385 4.738
C35 7.722 -0.424 5.587
O11 6.671 0.389 5.030
C36 6.032 -0.127 3.996
O12 6.236 -1.202 3.497
O13 5.120 0.754 3.589
C37 4.396 0.374 2.415
H49 9.291 0.645 4.577
H50 9.779 -0.932 5.224
H51 8.799 -0.828 3.760
H52 7.928 -0.006 6.568
H53 7.369 -1.443 5.735
H54 3.940 -0.607 2.529
H55 5.052 0.386 1.546
H56 3.616 1.112 2.276
C38 2.988 -1.474 6.320
C39 4.008 -2.591 6.240
O14 4.542 -2.909 7.531
C40 3.747 -3.631 8.316
O15 2.653 -4.040 8.033
O16 4.371 -3.814 9.475
C41 3.598 -4.505 10.461
H57 3.415 -0.604 6.819
H58 2.661 -1.185 5.321
H59 2.115 -1.781 6.893
H60 4.853 -2.272 5.634
H61 3.593 -3.482 5.772
H62 3.222 -5.447 10.074
H63 2.773 -3.879 10.796
H64 4.259 -4.701 11.297
C42 1.888 6.533 -0.484
C43 1.354 7.921 -0.768
O17 2.043 8.925 -0.018
C44 3.251 9.249 -0.480
O18 3.781 8.788 -1.455
O19 3.768 10.163 0.332
C45 5.110 10.548 0.011
H65 1.871 6.329 0.586
H66 1.295 5.792 -0.996
H67 2.920 6.437 -0.816
H68 0.312 7.985 -0.459
H69 1.392 8.153 -1.832
H70 5.189 10.865 -1.025
H71 5.793 9.724 0.206
H72 5.361 11.380 0.659

Properties
spin multiplicity = 1
orbital gap = 9.04 eV
HOMO level = -11.94 eV
total charge = +1
LUMO = -2.8913 eV

---

3.
A molecular structure, C45H74O3P3PtSe2Si in a non-equilibrium geometry. Source: OMol25; level of theory: the ωB97M-V functional and the def2-TZVPD basis.

Positions of all 129 atoms, in Å:
Pt1 0.271 -0.265 0.361
C1 -2.334 -0.932 -2.518
Si1 -1.768 -0.920 -0.678
C2 -1.834 -2.740 -0.032
C3 -3.065 -3.383 -0.014
C4 -3.207 -4.666 0.487
C5 -2.103 -5.317 1.010
C6 -0.873 -4.688 1.022
C7 -0.718 -3.414 0.485
P1 0.923 -2.621 0.405
C8 1.984 -3.245 1.812
C9 2.642 -4.620 1.690
C10 3.447 -4.919 2.956
C11 4.523 -3.865 3.188
C12 3.892 -2.479 3.269
C13 3.085 -2.193 2.008
C14 1.720 -3.296 -1.151
C15 1.441 -2.348 -2.325
C16 1.333 -3.103 -3.642
C17 0.132 -4.044 -3.615
C18 0.071 -4.866 -2.317
C19 1.345 -4.746 -1.486
C20 -3.020 0.107 0.347
C21 -4.268 0.392 -0.195
C22 -5.101 1.344 0.365
C23 -4.666 2.068 1.463
C24 -3.446 1.769 2.042
C25 -2.633 0.773 1.519
P2 -1.119 0.229 2.390
C26 -1.884 -0.774 3.788
C27 -3.109 -0.137 4.441
C28 -3.438 -0.877 5.746
C29 -3.084 -2.365 5.655
C30 -3.250 -2.867 4.225
C31 -2.277 -2.160 3.268
C32 -0.214 1.731 3.053
C33 -0.682 2.551 4.259
C34 -0.426 1.877 5.603
C35 1.037 1.484 5.758
C36 1.492 0.616 4.590
C37 1.258 1.347 3.273
H1 -3.137 -1.644 -2.680
H2 -1.521 -1.190 -3.189
H3 -2.681 0.055 -2.801
H4 -3.934 -2.867 -0.396
H5 -4.174 -5.148 0.482
H6 -2.200 -6.318 1.401
H7 -0.031 -5.205 1.453
H8 1.324 -3.229 2.691
H9 3.316 -4.637 0.832
H10 1.909 -5.415 1.554
H11 3.906 -5.904 2.861
H12 2.774 -4.945 3.817
H13 5.241 -3.891 2.365
H14 5.064 -4.082 4.109
H15 4.667 -1.721 3.392
H16 3.233 -2.430 4.138
H17 3.755 -2.210 1.143
H18 2.634 -1.196 2.063
H19 2.794 -3.269 -0.924
H20 2.243 -1.608 -2.387
H21 0.502 -1.810 -2.152
H22 2.252 -3.666 -3.818
H23 1.214 -2.392 -4.462
H24 0.177 -4.708 -4.477
H25 -0.781 -3.452 -3.700
H26 -0.088 -5.922 -2.546
H27 -0.781 -4.540 -1.720
H28 2.174 -5.186 -2.045
H29 1.231 -5.334 -0.576
H30 -4.597 -0.139 -1.076
H31 -6.073 1.540 -0.065
H32 -5.278 2.856 1.875
H33 -3.130 2.330 2.908
H34 -1.099 -0.887 4.541
H35 -3.950 -0.204 3.750
H36 -2.949 0.916 4.660
H37 -4.503 -0.755 5.954
H38 -2.893 -0.425 6.578
H39 -3.723 -2.938 6.327
H40 -2.053 -2.524 5.976
H41 -4.278 -2.686 3.908
H42 -3.081 -3.944 4.187
H43 -2.755 -2.054 2.292
H44 -1.378 -2.763 3.125
H45 -0.258 2.372 2.158
H46 -1.734 2.828 4.183
H47 -0.106 3.483 4.227
H48 -1.044 0.987 5.703
H49 -0.702 2.571 6.400
H50 1.167 0.944 6.698
H51 1.655 2.385 5.802
H52 0.943 -0.329 4.586
H53 2.552 0.381 4.703
H54 1.584 0.713 2.436
H55 1.865 2.257 3.260
O1 5.733 2.443 -3.791
C38 5.498 1.967 -2.488
C39 3.991 2.049 -2.179
C40 3.600 3.547 -2.175
O2 4.050 4.253 -1.050
C41 3.221 1.318 -3.278
Se1 1.282 1.179 -2.993
C42 3.747 1.389 -0.821
Se2 1.891 1.674 -0.219
H56 6.679 2.568 -3.903
H57 6.019 2.585 -1.747
H58 5.842 0.926 -2.392
H59 2.511 3.638 -2.279
H60 4.068 4.020 -3.042
H61 3.467 4.071 -0.302
H62 3.589 0.295 -3.382
H63 3.360 1.834 -4.229
H64 4.403 1.829 -0.067
H65 3.949 0.317 -0.869
C43 -2.914 3.487 -1.528
P3 -1.314 3.644 -0.671
C44 -1.562 4.817 0.709
C45 -0.223 4.498 -1.862
O3 -0.784 2.340 -0.191
H66 -3.305 4.465 -1.789
H67 -3.615 2.965 -0.882
H68 -2.758 2.896 -2.429
H69 -1.956 5.765 0.359
H70 -0.609 4.980 1.209
H71 -2.259 4.363 1.411
H72 -0.691 5.414 -2.209
H73 -0.042 3.834 -2.706
H74 0.722 4.737 -1.380

Properties
spin multiplicity = 1
orbital gap (spin up / spin down) = 5.07 / 5.07 eV
HOMO level (spin up / spin down) = -9.23 / -9.23 eV
total charge = +1
LUMO (spin up / spin down) = -4.1577 / -4.1613 eV

---

Summary of DFT total energy in hartree
-3744.86514 -5797.93544 -8220.47849
(order as listed above)
Summary of molar mass in g mol⁻¹
897.32 1321.55 1137.09
(order as listed above)